A cluster of 2 separate species, C5H10B3ClNO6 in total in a non-equilibrium geometry. Source: the OMol25 dataset; level of theory: ωB97M-V/def2-TZVPD.

The geometry in XYZ format:
```
26
Properties=species:S:1:pos:R:3:mulliken_charge:R:1
N -0.845 -1.884 1.169 -0.49
B -0.327 -0.583 0.819 0.43
O -1.160 0.457 0.451 -0.09
B -0.545 1.417 -0.314 0.59
Cl -1.179 1.851 -1.878 -0.23
O 0.668 1.913 0.127 -0.34
B 1.562 0.867 0.323 0.22
C 3.069 1.011 -0.083 -0.88
C 3.831 -0.286 -0.061 0.39
C 5.228 -0.270 -0.512 -0.47
O 4.115 -0.840 -1.313 -0.46
O 1.056 -0.309 0.845 -0.56
H -0.892 -2.077 2.160 0.21
H -0.347 -2.642 0.721 0.23
H 3.571 1.727 0.576 0.26
H 3.101 1.378 -1.113 0.35
H 3.573 -0.967 0.752 0.34
H 5.913 -1.096 -0.375 0.27
H 5.590 0.640 -0.980 0.23
C -4.682 -0.291 0.217 -0.36
C -5.769 0.297 -0.721 0.51
O -6.648 1.009 -0.183 -0.74
O -5.646 -0.005 -1.931 -0.74
H -4.849 0.012 1.252 0.27
H -4.690 -1.382 0.155 0.23
H -3.697 0.052 -0.102 -0.17
```

HOMO   -3.544 eV
HOMO-LUMO gap   5.63 eV
F_max   0.0396 Eh/bohr
LUMO   2.1 eV
Net charge   -1

A cluster of 2 separate species, C4H13N3 in total in a non-equilibrium geometry. Source: the OMol25 dataset; level of theory: ωB97M-V/def2-TZVPD.

The geometry in XYZ format:
```
20
Properties=species:S:1:pos:R:3:mulliken_charge:R:1
C -0.526 -1.009 -1.668 -1.17
C 1.042 0.957 -1.351 -0.88
N -0.307 0.143 -0.808 0.28
N -1.505 0.902 -0.775 -0.82
H -1.709 1.301 -1.694 0.23
H -1.391 1.680 -0.134 0.23
H -1.446 -1.519 -1.385 0.32
H 0.342 -1.661 -1.590 0.35
H -0.620 -0.717 -2.722 0.43
H 1.696 1.329 -0.562 0.34
H 1.662 0.273 -1.925 0.29
H 0.889 1.862 -1.950 0.32
C -0.092 0.136 2.732 -1.09
C 0.423 -0.593 1.523 1.08
N 0.712 -1.832 1.642 -0.78
H 0.662 -2.369 0.778 0.24
H 0.840 0.157 0.808 -0.30
H 0.166 1.192 2.663 0.33
H -1.177 0.056 2.785 0.25
H 0.341 -0.291 3.633 0.36
```

HOMO   -8.066 eV
HOMO-LUMO gap   8.85 eV
SMILES   [H]/N=C/C.CN(C)N
F_max   0.0623 Eh/bohr
LUMO   0.8 eV
Net charge   0
Energy above the lowest of the compared OMol25 structures with the same formula, charge and spin   382.1 kJ/mol

The molecule C7H12O in a non-equilibrium geometry. Source: the OMol25 dataset; level of theory: ωB97M-V/def2-TZVPD.

The geometry in XYZ format:
```
20
Properties=species:S:1:pos:R:3:mulliken_charge:R:1
O 1.372 -2.498 3.096 -0.46
C 0.363 -2.075 2.604 -0.12
C 0.365 -1.467 1.233 -0.77
C 0.157 0.047 1.137 -0.47
C -0.086 0.628 -0.230 0.70
C -0.069 -0.092 -1.343 0.06
C -0.208 0.386 -2.777 -1.36
C -0.355 2.132 -0.195 -1.61
H -0.670 -2.189 3.052 0.30
H 0.986 -1.917 0.476 0.43
H -0.644 -1.887 0.864 0.33
H 1.172 0.464 1.334 0.27
H -0.436 0.477 1.942 0.43
H 0.122 -1.149 -1.177 0.19
H 0.065 1.431 -2.853 0.38
H 0.405 -0.204 -3.441 0.35
H -1.278 0.378 -3.212 0.25
H -1.031 2.431 -0.989 0.43
H -0.831 2.440 0.752 0.37
H 0.603 2.666 -0.273 0.31
```

HOMO   -9.133 eV
HOMO-LUMO gap   10.01 eV
SMILES   C/C=C(\C)CCC=O
F_max   0.0864 Eh/bohr
LUMO   0.9 eV
Net charge   0
Energy above the lowest of the compared OMol25 structures with the same formula, charge and spin   118.9 kJ/mol

A cluster of 2 separate species, C7H14N2 in total in a non-equilibrium geometry. Source: the OMol25 dataset; level of theory: ωB97M-V/def2-TZVPD.

The geometry in XYZ format:
```
23
Properties=species:S:1:pos:R:3:mulliken_charge:R:1
C 1.736 -2.624 0.168 -0.74
C 0.644 -2.933 -0.857 -0.84
H 2.710 -2.580 -0.327 0.28
H 1.655 -1.650 0.655 0.15
H 1.818 -3.321 1.003 0.32
H 0.177 -3.900 -0.679 0.30
H 1.088 -3.095 -1.845 0.32
H -0.046 -2.110 -1.031 0.21
C -1.486 1.043 1.457 -0.52
C -1.366 -0.222 2.269 -1.07
C -0.654 1.184 0.222 0.61
C 0.632 1.656 0.185 -0.58
C 0.006 0.968 -1.810 -0.31
N -1.018 0.770 -1.025 -0.62
N 1.066 1.482 -1.104 -0.03
H -2.510 1.291 1.160 0.30
H -1.171 1.885 2.087 0.25
H -1.862 -0.100 3.228 0.35
H 1.306 2.110 0.893 0.42
H 0.052 0.769 -2.866 0.42
H 1.884 1.791 -1.590 0.18
H -0.311 -0.362 2.542 0.28
H -1.593 -1.145 1.752 0.32
```

HOMO   -8.614 eV
HOMO-LUMO gap   9.50 eV
SMILES   CCc1c[nH]cn1.CC
F_max   0.0331 Eh/bohr
LUMO   0.9 eV
Net charge   0
Energy above the lowest of the compared OMol25 structures with the same formula, charge and spin   35.3 kJ/mol

A structure of composition C14H25GdN5O6S in a non-equilibrium geometry. Source: the OMol25 dataset; level of theory: ωB97M-V/def2-TZVPD.

The geometry in XYZ format:
```
52
Properties=species:S:1:pos:R:3:mulliken_spin:R:1
O -0.954 0.202 -3.196 0.04
H -2.149 0.250 -3.811 0.01
Gd 0.620 0.097 -1.182 4.92
N 1.936 -1.868 -1.808 0.05
N -0.131 -2.071 -0.353 0.31
N 0.944 2.394 -0.382 0.31
N -1.051 0.997 0.321 -0.08
O 3.082 -1.635 -2.347 0.43
O 2.098 2.929 -0.608 0.75
O -2.083 0.205 0.774 -0.02
O -1.046 -2.116 0.620 0.21
C 0.435 -3.258 -0.692 -0.05
C 1.622 -3.146 -1.470 0.04
C 0.077 3.040 0.436 -0.01
C -1.078 2.267 0.779 0.02
C 2.463 -4.317 -1.823 0.01
H 1.938 -4.965 -2.542 0.01
H 2.666 -4.930 -0.933 0.01
H 3.406 -3.984 -2.263 0.00
C -0.084 -4.570 -0.213 0.01
H -1.111 -4.455 0.148 0.00
H 0.533 -4.971 0.606 -0.01
H -0.063 -5.304 -1.031 0.00
C 0.321 4.387 1.003 0.01
C -2.162 2.804 1.650 0.00
H 1.236 4.808 0.578 0.00
H 0.417 4.342 2.098 -0.01
H -0.528 5.045 0.773 0.00
H -2.975 2.075 1.703 0.00
H -2.542 3.750 1.236 0.00
H -1.799 3.003 2.670 0.00
H 2.712 1.703 -1.707 0.01
H -1.729 -0.763 0.653 0.00
C -2.960 0.267 -4.673 0.01
H -2.484 0.569 -5.609 0.00
H -3.747 0.984 -4.419 0.00
H -3.382 -0.736 -4.782 0.00
O 2.380 0.862 -2.139 0.02
H -0.364 0.258 -3.968 0.00
H 3.075 0.176 -2.331 0.00
S 2.210 -0.467 1.119 0.01
C 1.111 0.063 2.308 0.00
N -0.063 -0.611 2.477 0.00
C -0.990 -0.210 3.379 0.00
C -0.763 0.892 4.177 0.00
C 0.421 1.627 4.014 0.00
C 1.358 1.199 3.088 0.00
H -0.304 -1.417 1.827 0.02
H -1.897 -0.811 3.422 0.00
H -1.518 1.169 4.910 0.00
H 0.609 2.513 4.621 0.00
H 2.289 1.724 2.893 0.00
```

Spin multiplicity   8
HOMO (alpha / beta)   -9.860 / -9.663 eV
HOMO-LUMO gap (alpha / beta)   5.13 / 3.06 eV
F_max   0.1122 Eh/bohr
LUMO (alpha / beta)   -4.7 / -6.6 eV
Net charge   +1
Energy above the lowest of the compared OMol25 structures with the same formula, charge and spin   0.0 kJ/mol

A cluster of 7 separate species, C16H20B2NO32S4 in total in a non-equilibrium geometry. Source: the OMol25 dataset; level of theory: ωB97M-V/def2-TZVPD.

The geometry in XYZ format:
```
75
Properties=species:S:1:pos:R:3:mulliken_charge:R:1
N 0.239 -0.768 0.186 0.66
H 0.352 -1.292 -0.670 0.34
H -0.703 -0.526 0.458 0.03
H 0.666 0.143 0.096 0.03
H 0.666 -1.200 0.993 0.47
O 2.245 -9.013 2.169 -0.59
C 2.749 -7.997 1.782 0.60
O 2.174 -6.788 1.896 -0.50
B 3.029 -5.714 1.347 0.79
O 4.378 -6.416 1.088 -0.41
C 4.162 -7.809 1.286 0.57
O 4.891 -8.701 0.991 -0.53
O 2.554 -5.298 0.008 -0.51
C 1.713 -4.277 0.170 0.49
O 0.927 -3.754 -0.590 -0.55
C 1.947 -3.659 1.596 0.71
O 2.785 -4.514 2.176 -0.46
O 1.564 -2.534 2.010 -0.75
O -1.122 1.197 3.923 -0.63
C -1.961 1.839 3.286 0.37
O -2.447 3.041 3.458 -0.43
B -3.336 3.429 2.291 1.08
O -3.298 2.256 1.400 -0.13
C -2.456 1.321 1.906 0.60
O -2.104 0.206 1.447 -0.62
O -3.093 4.633 1.677 -0.57
C -4.140 5.447 1.695 0.56
O -4.163 6.631 1.292 -0.65
C -5.301 4.663 2.374 0.61
O -4.735 3.680 2.811 -0.58
O -6.468 5.104 2.544 -0.69
C -3.432 1.622 -2.169 -0.26
C -2.865 2.193 -3.534 -0.42
O -1.525 2.484 -3.042 -0.37
S -0.991 1.564 -1.871 0.88
O -0.768 2.388 -0.677 -0.40
O 0.082 0.693 -2.449 -0.54
O -2.409 0.746 -1.785 0.04
H -4.420 1.171 -2.264 0.29
H -3.542 2.496 -1.527 0.11
H -3.310 3.161 -3.763 0.34
H -3.013 1.523 -4.381 0.28
C -5.340 -3.128 -1.202 -0.40
C -5.457 -1.640 -0.902 -0.39
O -4.158 -1.260 -0.676 -0.19
S -3.183 -2.443 0.033 1.05
O -3.431 -2.570 1.501 -0.58
O -1.752 -2.410 -0.342 -0.45
O -4.023 -3.589 -0.766 -0.34
H -5.646 -3.372 -2.220 0.31
H -6.027 -3.612 -0.507 0.30
H -5.957 -1.506 0.057 0.30
H -5.837 -1.108 -1.775 0.28
C 5.221 0.577 -4.144 -0.32
C 4.789 1.982 -4.009 -0.39
O 3.608 1.927 -3.194 -0.30
S 3.948 0.776 -1.991 0.76
O 2.725 0.255 -1.438 -0.16
O 4.949 1.273 -1.073 -0.55
O 4.532 -0.186 -3.166 -0.28
H 6.294 0.622 -3.958 0.25
H 4.948 0.236 -5.143 0.33
H 4.494 2.315 -5.003 0.31
H 5.574 2.564 -3.526 0.26
C 3.924 2.900 3.056 -0.33
C 4.000 3.220 1.564 -0.37
O 3.022 2.382 1.009 0.01
S 1.678 2.402 1.914 0.85
O 1.219 1.010 1.896 -0.37
O 0.758 3.457 1.486 -0.58
O 2.557 2.858 3.228 -0.39
H 4.241 3.600 3.829 0.24
H 4.142 1.874 3.352 0.27
H 4.996 3.003 1.176 0.26
H 3.667 4.224 1.299 0.31
```

HOMO   -7.428 eV
HOMO-LUMO gap   8.89 eV
F_max   0.1443 Eh/bohr
LUMO   1.5 eV
Net charge   -1
Energy above the lowest of the compared OMol25 structures with the same formula, charge and spin   459.6 kJ/mol

- The highest F_max belongs to which entry?
  C16H20B2NO32S4

- Which value of net charge does entry 4 give?
  0

Copy entry 3 word for word.
The molecule C7H12O in a non-equilibrium geometry. Source: the OMol25 dataset; level of theory: ωB97M-V/def2-TZVPD.

The geometry in XYZ format:
```
20
Properties=species:S:1:pos:R:3:mulliken_charge:R:1
O 1.372 -2.498 3.096 -0.46
C 0.363 -2.075 2.604 -0.12
C 0.365 -1.467 1.233 -0.77
C 0.157 0.047 1.137 -0.47
C -0.086 0.628 -0.230 0.70
C -0.069 -0.092 -1.343 0.06
C -0.208 0.386 -2.777 -1.36
C -0.355 2.132 -0.195 -1.61
H -0.670 -2.189 3.052 0.30
H 0.986 -1.917 0.476 0.43
H -0.644 -1.887 0.864 0.33
H 1.172 0.464 1.334 0.27
H -0.436 0.477 1.942 0.43
H 0.122 -1.149 -1.177 0.19
H 0.065 1.431 -2.853 0.38
H 0.405 -0.204 -3.441 0.35
H -1.278 0.378 -3.212 0.25
H -1.031 2.431 -0.989 0.43
H -0.831 2.440 0.752 0.37
H 0.603 2.666 -0.273 0.31
```

HOMO   -9.133 eV
HOMO-LUMO gap   10.01 eV
SMILES   C/C=C(\C)CCC=O
F_max   0.0864 Eh/bohr
LUMO   0.9 eV
Net charge   0
Energy above the lowest of the compared OMol25 structures with the same formula, charge and spin   118.9 kJ/mol